No. 1
59
Properties=species:S:1:pos:R:3:forces:R:3 method="wB97M-V/def2-TZVPD" charge=+1 e_lumo_ev=-4.48 total_energy_ha=-1768.0640 homo_ha=-0.4403 gap_ha=0.276 molar_mass_g_mol=423.52
C -2.704845 2.507708 0.439967 0.60 0.10 -0.38
C -2.146662 3.112680 -0.911348 -1.70 -0.46 0.36
O -1.610455 2.046931 -1.740327 0.97 0.72 0.68
C -0.193862 2.165258 -1.861975 0.31 -0.42 -0.46
C 0.357927 0.799275 -2.469134 -0.01 0.55 0.55
C 0.697716 -0.167268 -1.297939 0.37 0.04 -0.05
C 1.982234 0.012309 -0.607984 -1.56 -1.94 1.23
C 3.010351 1.112142 -0.968633 -0.03 -1.00 -0.68
C 4.276528 1.171842 -0.047020 -0.20 0.11 0.13
C 4.087752 2.002259 1.279566 2.21 -0.40 -0.76
S 3.233292 3.591843 1.073372 -4.14 1.78 2.90
O 3.407879 4.486927 2.206947 1.66 -1.05 -1.54
O 1.790275 3.303940 0.982766 1.70 -0.67 -1.41
O 3.745107 4.281639 -0.306632 0.15 -1.13 0.77
C 2.194829 -0.966558 0.472618 -2.07 1.24 -2.66
N 1.170009 -1.884738 0.661192 3.51 0.42 1.72
N 0.019714 -2.054680 0.100932 -0.49 1.05 -1.57
C -0.282452 -1.208107 -0.900292 1.05 1.05 -0.71
C -1.681578 -1.402574 -1.580016 0.39 -0.35 1.43
C -2.728084 -1.428889 -0.369809 1.11 0.23 0.06
H -2.892555 1.418519 0.292440 0.02 0.88 0.05
H -3.664707 2.998926 0.743853 1.00 -0.34 -0.15
H -1.926249 2.611513 1.234450 -0.79 0.02 -0.41
H -1.409669 3.929622 -0.728677 -0.50 -0.65 -0.27
H -3.044268 3.506485 -1.460693 1.06 -0.13 0.31
H 0.299822 2.333234 -0.868880 -0.47 0.06 -0.66
H 0.052153 3.030603 -2.542390 -0.08 -0.83 0.56
H -0.416127 0.402158 -3.162702 0.64 0.16 0.62
H 1.262386 1.031563 -3.085945 -0.61 -0.34 0.66
H 2.451589 2.071764 -1.063615 0.62 -0.63 0.24
H 3.380473 0.866197 -2.006211 -0.43 0.22 0.90
H 5.150584 1.560530 -0.632048 -0.96 -0.14 0.52
H 4.587483 0.137377 0.270034 -0.25 0.97 -0.40
H 3.640452 1.366439 2.089093 -0.36 1.29 -0.71
H 5.122571 2.246442 1.652867 -1.03 -0.03 -0.30
H 3.277637 5.134504 -0.442489 0.15 -0.43 0.38
H 3.123842 -0.980676 1.086171 -1.24 -0.47 -0.34
H 1.381926 -2.567080 1.403639 -0.54 0.26 -0.29
H -1.911289 -0.579949 -2.288793 0.27 -0.70 0.56
H -1.652647 -2.403824 -2.089064 -0.17 1.05 0.22
H -3.761639 -1.179250 -0.694892 0.80 -0.37 0.23
H -2.648972 -2.404705 0.174453 -0.40 0.76 -0.63
H -2.351402 -0.656945 0.358024 -0.73 -0.60 -0.60
C -2.586705 -5.835756 -0.876466 -0.22 -0.12 0.26
O -2.841338 -5.442988 0.248041 0.08 0.13 -0.08
N -1.689952 -5.198041 -1.686356 0.33 0.38 -0.26
N -3.169757 -6.936690 -1.421093 -0.19 -0.24 -0.01
H -1.461059 -5.498290 -2.615761 -0.03 -0.04 0.05
H -1.241783 -4.381563 -1.311868 0.00 -0.16 0.06
H -3.835385 -7.430784 -0.852634 0.06 0.04 -0.05
H -2.972660 -7.274591 -2.344537 0.00 0.02 0.04
C -0.698706 -0.143996 3.690832 -0.09 -0.23 0.31
O -0.309453 -1.261685 3.990470 0.16 0.00 -0.22
N -1.538332 0.578523 4.475345 -0.15 0.00 0.22
N -0.316133 0.469491 2.534378 0.17 0.15 -0.52
H -1.867010 1.497611 4.243891 0.03 -0.03 0.00
H -1.839740 0.154812 5.335862 0.02 0.04 -0.07
H 0.308424 -0.037881 1.934903 -0.12 0.20 0.16
H -0.617486 1.386441 2.260118 0.09 -0.01 0.04



No. 2
89
Properties=species:S:1:pos:R:3:forces:R:3 method="wB97M-V/def2-TZVPD" charge=+1 e_lumo_ev=-2.44 total_energy_ha=-2515.9193 homo_ha=-0.3869 gap_ha=0.297 molar_mass_g_mol=714.35
Sn 0.606570 0.149082 0.422643 0.20 -0.38 0.19
C -0.365813 3.239556 1.616275 0.01 -0.05 0.15
C 1.153610 3.335505 1.877680 -0.01 -0.08 -0.07
O 3.151665 1.996835 1.809904 -0.10 0.05 0.04
C 3.930390 0.851496 2.103799 -0.08 0.01 -0.03
C 4.300028 0.100782 0.854961 -0.11 -0.20 -0.05
O 3.182124 -0.614437 0.292376 0.14 0.14 -0.06
C 3.627612 -1.788936 -0.391676 -0.07 0.11 0.10
C 2.536082 -2.295603 -1.291455 -0.27 -0.01 0.22
O 1.337384 -2.521482 -0.561211 -0.13 0.16 -0.06
C 1.269916 -3.720806 0.194912 0.10 0.31 -0.03
C 0.696600 -3.481717 1.607228 0.00 0.23 0.06
O 0.683008 -2.100874 1.976446 -0.20 0.08 -0.01
C -0.124974 -1.853240 3.148490 0.21 -0.11 -0.27
C -1.580543 -1.665116 2.789810 -0.01 0.12 -0.11
O -1.734171 -0.454998 2.048264 -0.02 0.07 0.02
C -2.564433 0.536725 2.656177 0.15 -0.15 -0.07
C -2.271626 1.867779 2.017582 0.09 0.00 0.07
O -0.972775 2.247757 2.416410 -0.06 0.21 0.01
H -0.567995 3.040743 0.557289 -0.01 -0.13 -0.06
H -0.809663 4.216382 1.839916 -0.03 0.08 -0.11
H 1.275933 4.074898 2.668031 0.04 -0.04 0.12
H 2.923023 3.778846 0.807670 0.09 0.06 0.02
H 3.405890 0.168896 2.773400 -0.02 0.04 0.01
H 4.859041 1.171485 2.579844 0.05 0.03 0.07
H 5.063488 -0.629173 1.132801 0.08 -0.04 -0.02
H 4.714845 0.771627 0.099211 -0.01 0.03 -0.05
H 3.902396 -2.544877 0.350375 0.06 -0.01 0.05
H 4.508648 -1.569911 -0.998880 0.08 0.08 -0.02
H 2.871779 -3.199566 -1.805890 -0.01 -0.05 -0.03
H 2.298034 -1.540167 -2.043097 -0.06 -0.04 0.01
H 2.257265 -4.178690 0.268207 0.07 0.02 0.02
H 0.615086 -4.412423 -0.334258 -0.02 -0.15 -0.02
H 1.311597 -4.012550 2.336072 0.00 -0.13 0.07
H -0.311552 -3.891797 1.664221 -0.13 0.04 -0.03
H 0.253713 -0.929155 3.576473 0.10 0.06 0.04
H -0.000188 -2.664381 3.870708 0.02 -0.06 -0.04
H -2.173810 -1.641117 3.706485 -0.04 0.05 0.02
H -1.948206 -2.488306 2.173517 -0.03 -0.04 -0.01
H -2.353682 0.600756 3.726810 0.01 -0.01 0.04
H -3.616730 0.282647 2.513464 -0.09 -0.05 0.00
H -3.023105 2.599458 2.331241 -0.03 0.06 0.02
H -2.329824 1.770865 0.927353 0.00 0.01 -0.11
C 1.656041 5.694456 -4.133056 0.01 0.04 0.07
O 1.670300 6.273400 -2.822257 -0.05 0.05 -0.23
C 1.670044 5.462611 -1.779625 0.03 0.03 0.17
C 1.667335 6.165542 -0.505209 -0.02 0.04 -0.16
C 1.726861 5.469824 0.624941 -0.03 -0.05 0.17
C 1.851548 3.982629 0.657408 -0.09 -0.05 0.12
C 1.854051 2.032507 2.439174 0.21 0.24 0.02
C 2.023624 2.182595 3.946406 -0.09 0.02 0.12
O 1.204957 0.851534 2.211333 0.01 -0.39 -0.52
C 1.611807 3.313954 -0.666543 -0.18 0.18 -0.06
O 1.402223 2.088361 -0.732563 0.07 -0.29 0.13
C 1.649630 4.100653 -1.855664 0.04 -0.18 0.00
H 1.669065 6.526595 -4.824970 0.00 0.07 -0.02
H 0.753027 5.103783 -4.280859 -0.04 0.00 0.02
H 2.536819 5.072578 -4.285150 0.05 -0.02 0.02
H 1.617278 7.246779 -0.523712 0.02 -0.06 -0.03
H 1.735837 5.988847 1.578255 0.02 -0.05 -0.03
H 2.575748 3.092205 4.189691 -0.02 -0.05 0.00
H 2.558993 1.323607 4.354377 -0.06 0.04 -0.02
H 1.034745 2.219224 4.409109 0.07 0.04 -0.02
H 1.574602 3.573634 -2.795925 0.01 0.01 0.05
C -5.389933 -0.243833 -2.233388 -0.06 0.02 0.02
C -4.018277 -0.768836 -2.575316 0.05 -0.03 0.08
O -3.865111 -2.062148 -1.976419 -0.26 0.09 -0.13
P -2.394698 -2.731134 -1.910047 0.35 0.18 0.40
O -2.225902 -3.134389 -3.464819 -0.07 -0.10 -0.26
C -0.963762 -3.616852 -3.943430 0.10 0.11 0.14
C -0.150026 -2.491895 -4.547404 0.00 0.03 -0.01
O -2.840700 -4.180086 -1.335711 -0.05 -0.29 -0.02
C -3.363501 -4.356520 -0.015866 -0.04 0.13 0.00
C -4.477612 -5.376481 -0.064839 -0.02 0.00 -0.06
H -5.537865 0.739631 -2.684696 -0.01 -0.05 0.02
H -5.508671 -0.154821 -1.152235 -0.01 0.01 -0.03
H -6.157633 -0.919971 -2.611027 0.01 0.04 0.02
H -3.239904 -0.092592 -2.204422 0.05 -0.01 0.02
H -3.895641 -0.864141 -3.654173 0.02 -0.02 -0.06
H -1.189537 -4.378384 -4.684837 -0.04 -0.06 -0.04
H -0.410383 -4.104230 -3.133267 -0.04 0.02 0.01
H -0.692067 -2.033634 -5.376402 0.03 -0.01 0.04
H 0.801814 -2.874612 -4.924946 -0.05 0.03 0.01
H 0.051825 -1.721581 -3.798540 0.00 -0.04 -0.03
H -3.741045 -3.405571 0.372242 0.02 0.01 -0.01
H -2.560571 -4.702868 0.641786 0.08 0.02 -0.01
H -5.293222 -5.011891 -0.690689 0.04 -0.03 0.04
H -4.859308 -5.568674 0.939997 0.01 0.00 -0.04
H -4.109442 -6.312602 -0.486287 -0.03 0.02 0.03



No. 3
27
Properties=species:S:1:pos:R:3:forces:R:3 method="wB97M-V/def2-TZVPD" charge=+2 e_lumo_ev=-8.55 total_energy_ha=-949.8822 homo_ha=-0.6969 gap_ha=0.383 relative_energy_kj_mol=0.0 molar_mass_g_mol=193.27
C 3.442660 -0.411628 0.619832 1.20 -0.39 0.05
N 2.015877 -0.176918 0.595198 -1.12 0.22 0.04
C 1.111136 -1.081952 0.366570 0.36 0.48 0.04
C 1.462384 -2.487398 0.108536 0.29 -0.57 -0.09
N -0.233138 -0.815741 0.312170 -0.07 -0.53 0.07
C -1.058446 0.236787 0.342417 -1.63 -0.49 -0.47
N -0.843452 1.501442 0.416755 0.78 -0.33 0.05
C -1.899339 2.489697 0.473313 -0.75 1.03 -0.03
S -3.011788 -0.679193 0.263897 1.38 0.98 0.02
C -3.746987 -0.233545 -1.313834 0.09 -0.25 0.26
O -2.509478 -2.017665 0.267892 -0.24 -0.33 -0.31
O -3.674289 -0.106200 1.371278 -0.34 0.17 0.06
H 3.723889 -1.018765 1.482357 -0.09 0.07 0.02
H 3.772414 -0.923732 -0.283300 -0.09 0.10 -0.02
H 3.963033 0.540802 0.690741 -0.13 -0.02 -0.04
H 1.744649 0.768736 0.839004 -0.05 -0.21 -0.05
H 1.503436 -2.666072 -0.971951 0.00 0.12 -0.03
H 0.702942 -3.164881 0.501517 -0.01 0.08 0.07
H 2.429509 -2.768567 0.521064 -0.08 0.09 0.03
H -0.821493 -1.680436 0.254774 0.38 0.36 0.01
H 0.086619 1.924601 0.442891 -0.19 -0.36 -0.02
H -1.691381 3.186056 1.287414 -0.03 -0.14 0.00
H -2.861599 2.019578 0.654935 0.10 0.02 0.02
H -1.924070 3.068929 -0.452702 0.03 -0.14 0.02
H -3.338877 0.701056 -1.680204 0.16 0.18 0.10
H -3.564286 -1.043334 -2.011328 0.14 -0.13 -0.02
H -4.814579 -0.119107 -1.136060 -0.08 -0.01 0.20